# 1
Here is C9H15HgN2 as an isolated structure from the OMol25 dataset. Energies are from the ωB97M-V functional and the def2-TZVPD basis.

Values from the calculation:
2S+1: 2
F_max in eV/Å: 0.3
Frontier orbital gap (alpha / beta) in eV: 6.909 / 8.699
Relative energy (zero: lowest compared OMol25 entry of this formula, charge and spin) in kcal per mole: 0.0
Net charge: 0
HOMO (alpha / beta) in eV: -6.049 / -8.723
LUMO level (alpha / beta) in eV: 0.86 / -0.02

Positions of all 27 atoms, in Å:
1 Hg 0.5819 -0.2636 -1.0824
2 N -1.7470 -1.8523 0.1365
3 C -2.7853 -1.2906 1.0039
4 C -3.3553 0.0226 0.4550
5 C -2.6644 1.2885 0.9663
6 N -1.4554 1.6085 0.2033
7 H -2.1513 -2.2494 -0.7030
8 H -1.2570 -2.6023 0.6092
9 H -2.3283 -1.1035 1.9782
10 H -3.6094 -1.9957 1.1690
11 H -4.4138 0.0809 0.7176
12 H -3.2924 0.0039 -0.6371
13 H -2.3661 1.1332 2.0055
14 H -3.3857 2.1150 0.9603
15 H -0.8697 2.2574 0.7139
16 H -1.6880 2.0448 -0.6801
17 C 5.3758 0.5721 0.0064
18 C 4.4142 0.8183 0.9750
19 C 3.0721 0.5695 0.7054
20 C 2.6921 0.0729 -0.5366
21 C 3.6583 -0.1814 -1.5033
22 C 4.9991 0.0682 -1.2296
23 H 6.4191 0.7729 0.2150
24 H 4.7100 1.2022 1.9444
25 H 2.3325 0.7650 1.4735
26 H 3.3767 -0.5730 -2.4741
27 H 5.7516 -0.1304 -1.9838

---

# 2
Here is a 2-piece molecular cluster, C9H15IO4 overall in a non-equilibrium geometry from the OMol25 dataset. Energies are from the ωB97M-V functional and the def2-TZVPD basis.

Values from the calculation:
F_max in eV/Å: 3.8
Frontier orbital gap (alpha / beta) in eV: 7.662 / 8.283
Relative energy (zero: lowest compared OMol25 entry of this formula, charge and spin) in kcal per mole: 98.3
Net charge: 0
HOMO (alpha / beta) in eV: -7.485 / -7.936
LUMO level (alpha / beta) in eV: 0.18 / 0.35

Positions of all 29 atoms, in Å:
1 C -0.5347 -0.0594 -0.2338
2 C 2.4095 2.9098 0.0733
3 C 0.9485 3.1322 -0.0424
4 C 2.6350 1.5513 0.7771
5 C 0.6560 0.9141 -0.2929
6 C -0.1862 -3.4634 0.8687
7 C -2.9498 -1.1263 -1.8270
8 C 0.4608 -2.1467 0.6147
9 C -2.8913 -0.6680 -0.4371
10 O -0.2333 0.5979 0.9456
11 O 0.3764 2.0688 -0.8927
12 O 1.9898 0.5524 -0.0373
13 O -0.3743 -1.4494 -0.3411
14 I -4.1066 0.8077 0.3451
15 H 2.7750 2.8394 -0.9509
16 H 2.8585 3.8045 0.6602
17 H 0.2732 3.0583 0.8769
18 H 0.7809 4.0325 -0.6474
19 H 3.7329 1.2636 0.5745
20 H 2.2928 1.4363 1.8052
21 H 0.4841 -4.1493 1.2904
22 H -1.1960 -3.3229 1.4356
23 H -0.5962 -3.7045 -0.0493
24 H -4.0656 -1.4402 -2.0381
25 H -2.3470 -1.9593 -2.0036
26 H -2.6971 -0.3694 -2.5591
27 H 1.4311 -2.2700 0.1127
28 H 0.5793 -1.5147 1.5417
29 H -2.5057 -1.3252 0.4309

---

# 3
Here is an isolated molecule of C9H15N in a non-equilibrium geometry from the OMol25 dataset. Energies are from the ωB97M-V functional and the def2-TZVPD basis.

Values from the calculation:
F_max in eV/Å: 8.2
Structure (SMILES): C[C@@H]1C[C@H]2C[C@@H]3[C@H]2[C@]3(N)C1
Frontier orbital gap in eV: 9.193
Relative energy (zero: lowest compared OMol25 entry of this formula, charge and spin) in kcal per mole: 149.7
Net charge: 0
HOMO in eV: -8.243
LUMO level in eV: 0.95

Positions of all 25 atoms, in Å:
1 C 0.9656 -0.3670 -0.4070
2 C 0.6960 -0.4528 1.1330
3 C -0.9160 -0.5894 1.2611
4 C -1.2798 -1.7547 0.5760
5 C 1.0798 0.9308 -1.2160
6 C 0.5903 2.0615 -0.2494
7 C -0.8957 1.3195 -0.1636
8 C -0.2170 0.2301 -1.1551
9 C -1.6097 0.7589 1.0410
10 H 2.2678 -1.8788 -0.4549
11 H 2.0601 -1.2239 -2.0018
12 H 0.9803 0.2620 1.9429
13 H 1.3485 -1.3306 1.5903
14 H -0.6002 -0.8308 2.4476
15 H -2.3201 -1.9159 0.6156
16 H -0.7190 -2.7913 0.6464
17 H 1.8821 0.9666 -1.8791
18 H 0.5310 3.0407 -0.7194
19 H 1.2239 2.2690 0.7625
20 H -1.4815 1.8530 -1.0413
21 H -0.9875 -0.4652 -1.9111
22 H -1.0317 -1.7065 -0.5447
23 H -1.2203 1.3089 1.9057
24 H -2.7459 0.7351 0.7546
25 N 1.4761 -1.5877 -1.0049

---

# 4
Here is an isolated ion of composition C9H15N2 and charge +1 in a non-equilibrium geometry from the OMol25 dataset. Energies are from the ωB97M-V functional and the def2-TZVPD basis.

Values from the calculation:
2S+1: 3
F_max in eV/Å: 5.1
Frontier orbital gap (alpha / beta) in eV: 7.789 / 7.541
Relative energy (zero: lowest compared OMol25 entry of this formula, charge and spin) in kcal per mole: 34.5
Net charge: +1
HOMO (alpha / beta) in eV: -11.253 / -14.985
LUMO level (alpha / beta) in eV: -3.46 / -7.44

Positions of all 26 atoms, in Å:
1 C -0.1394 -2.5224 -1.7671
2 C 0.0742 -0.3643 -0.0065
3 C 1.0842 -0.3360 -2.3739
4 C 1.1030 -1.7640 -1.8433
5 C 1.2360 -0.5357 -0.8554
6 C 1.3348 0.7321 1.9173
7 C -0.5281 1.8873 0.6241
8 C -2.4211 -0.6239 0.0438
9 C 0.0077 0.5422 1.1260
10 N -1.2118 -2.0629 -1.2262
11 N -1.2175 -0.9336 -0.5139
12 H -0.2464 -3.5120 -2.2567
13 H 1.8670 0.0144 -2.9034
14 H 0.0803 0.0591 -2.7979
15 H 2.0274 -2.3233 -1.9388
16 H 2.1538 -0.2075 -0.4929
17 H 1.9266 -0.2445 1.8451
18 H 1.2670 0.8377 3.0445
19 H 1.8316 1.6561 1.5477
20 H -1.5103 1.9241 0.0656
21 H 0.2358 2.2611 -0.2068
22 H -0.6857 2.6722 1.4745
23 H -2.6938 -1.2340 0.8805
24 H -3.1289 -0.8251 -0.7813
25 H -2.3567 0.3558 0.3268
26 H -0.8456 0.2288 1.8019

---

# 5
Here is C9H15N2O2P as an isolated structure in a non-equilibrium geometry from the OMol25 dataset. Energies are from the ωB97M-V functional and the def2-TZVPD basis.

Values from the calculation:
F_max in eV/Å: 4.6
Frontier orbital gap in eV: 9.597
Relative energy (zero: lowest compared OMol25 entry of this formula, charge and spin) in kcal per mole: 64.3
Net charge: 0
HOMO in eV: -8.855
LUMO level in eV: 0.74

Positions of all 29 atoms, in Å:
1 C 1.8747 -1.4399 -1.5402
2 C 1.3289 -2.1894 -0.6427
3 C 2.4060 -0.0362 -1.3203
4 C 0.2023 0.6519 -0.5279
5 C -0.4572 -2.4632 1.0307
6 C 2.4039 1.2860 1.7165
7 C -2.7776 1.7591 -1.1065
8 C 0.9398 -2.6541 0.5119
9 C 2.1851 1.7579 0.2616
10 N -0.4224 0.0971 -1.5889
11 N 1.5621 0.7352 -0.5507
12 O 3.5232 0.2566 -1.6260
13 O -0.5942 1.0696 0.3373
14 P -1.9999 0.1123 -1.1230
15 H 1.6675 -1.6190 -2.5355
16 H -1.2059 -2.5106 0.2201
17 H -0.4532 -1.4121 1.4233
18 H -0.8375 -3.1532 1.8186
19 H 3.3982 0.8944 1.9606
20 H 2.1763 2.1193 2.4466
21 H 1.6872 0.4509 1.9694
22 H -2.2666 2.2519 -1.9461
23 H -2.5036 2.2435 -0.1785
24 H -3.8899 1.6527 -1.3153
25 H 1.6194 -2.9876 1.1979
26 H -2.5595 -0.6159 -2.0095
27 H 1.5100 2.6985 0.3588
28 H 3.1908 2.0029 -0.1516
29 H -2.1104 -0.7629 0.0050

---

# 6
Here is an isolated molecule of C9H15N3O2S in a non-equilibrium geometry from the OMol25 dataset. Energies are from the ωB97M-V functional and the def2-TZVPD basis.

Values from the calculation:
F_max in eV/Å: 1.2
Structure (SMILES): O=S(=O)(c1cnc[nH]1)N1CCCCCC1
Frontier orbital gap in eV: 9.817
Relative energy (zero: lowest compared OMol25 entry of this formula, charge and spin) in kcal per mole: 36.6
Net charge: 0
HOMO in eV: -9.113
LUMO level in eV: 0.70

Positions of all 30 atoms, in Å:
1 O 1.4250 2.8347 -0.0550
2 S 1.5542 1.4235 0.1405
3 O 2.8617 0.8271 0.1935
4 N 0.6580 0.6363 -0.9834
5 C -0.5599 1.2741 -1.4225
6 C -1.6388 0.2656 -1.8050
7 H -2.5449 0.8220 -2.0532
8 C -1.9654 -0.7457 -0.7062
9 H -2.4320 -0.2312 0.1358
10 C -0.7550 -1.5348 -0.1879
11 C 0.2959 -1.8192 -1.2599
12 H 0.9684 -2.5964 -0.8937
13 C 1.1286 -0.5634 -1.6190
14 H 2.1575 -0.6796 -1.2769
15 H 1.1513 -0.4154 -2.7048
16 H -0.1967 -2.2110 -2.1506
17 H -0.2821 -0.9878 0.6277
18 H -1.1101 -2.4830 0.2211
19 H -2.7008 -1.4445 -1.1124
20 H -1.3264 -0.2637 -2.7056
21 H -0.8941 1.9053 -0.5973
22 H -0.3538 1.9274 -2.2822
23 C 0.8045 1.0022 1.6966
24 C -0.3683 1.2698 2.3542
25 N -0.3900 0.6116 3.5379
26 C 0.7396 -0.0399 3.6135
27 N 1.5010 0.1588 2.5165
28 H 2.4249 -0.1774 2.2903
29 H 1.0312 -0.6591 4.4375
30 H -1.1833 1.8938 2.0503

---

Q: Number 5 is which compound?
A: C9H15N2O2P